12
Properties=species:S:1:pos:R:3:forces:R:3 method="wB97M-V/def2-TZVPD" relative_energy_kcal_mol=0.00 orbital_gap_ha=0.4430 charge=+1
N -0.791600 -2.391775 -0.085006 0.252 0.428 0.151
C -0.159706 -1.242763 0.075007 -0.015 -0.223 -0.141
N -0.498306 -0.116486 -0.465041 -0.383 0.144 -0.066
H -1.651477 -2.442190 -0.607883 -0.012 -0.141 -0.052
H -0.436475 -3.231655 0.342318 -0.060 0.010 0.002
H 0.731647 -1.218968 0.687693 0.035 -0.232 0.082
H 0.018539 0.770041 -0.234520 0.113 0.082 0.045
H -1.330396 -0.038753 -1.035240 0.040 -0.046 -0.025
N 0.881188 2.236515 0.245686 0.016 -0.040 -0.013
H 0.302303 2.893696 0.757146 -0.076 0.014 0.035
H 1.664320 2.025707 0.853582 0.089 0.014 0.066
H 1.269964 2.756632 -0.533742 0.002 -0.011 -0.083

62
Properties=species:S:1:pos:R:3:forces:R:3 method="wB97M-V/def2-TZVPD" orbital_gap_ha=0.2861
C 2.051255 -0.747801 2.512027 0.256 0.295 0.941
P 1.533759 0.977577 2.178752 -1.278 -0.022 -2.718
C 2.982149 2.074591 2.100355 -0.240 -0.228 1.429
O 0.409472 1.499881 3.399707 0.913 -0.204 -0.354
C -0.882160 1.553664 3.039652 -1.088 -0.046 2.062
O -1.748146 1.538030 3.877297 0.750 -0.031 -0.928
O -1.148144 1.692412 1.701589 0.386 0.033 -0.128
Cl -2.101548 0.424382 1.147058 -0.068 -0.093 -0.053
H 3.078334 -0.874678 2.821510 0.272 0.055 0.211
H 1.421280 -1.269305 3.224324 -0.252 0.067 0.252
H 1.941642 -1.264270 1.572573 -0.044 -0.017 -0.467
H 3.873757 1.696762 2.576413 0.224 -0.180 0.219
H 2.768341 3.047357 2.523281 -0.169 0.261 0.169
H 3.180400 2.223559 1.058829 -0.011 -0.097 -0.549
O -2.089117 1.864737 -2.033674 0.038 0.234 -0.098
H -2.271559 2.031286 -1.102820 0.049 -0.223 0.066
H -2.884741 1.401386 -2.336759 0.041 -0.203 0.139
O -4.195283 -0.163337 -2.201071 -0.192 0.151 0.011
H -4.175716 -0.761645 -1.445354 0.140 -0.084 -0.019
H -5.131498 0.023343 -2.342020 -0.003 0.012 -0.098
O -6.023378 1.208743 -4.601390 0.032 -0.109 0.157
H -6.368989 0.740285 -5.369086 -0.030 0.080 -0.080
H -5.085477 0.997263 -4.597688 0.050 -0.026 0.073
O -2.731806 -2.434487 -0.327363 -0.476 -0.200 -0.249
H -2.301539 -3.205093 0.064285 0.282 0.170 0.078
H -2.116071 -2.147813 -1.019872 0.395 0.276 0.096
O -0.158728 -3.324745 0.788863 0.078 -0.057 -0.032
H 0.079842 -3.038601 1.676450 -0.077 0.056 0.045
H 0.302408 -4.161549 0.674737 0.011 -0.035 -0.024
O -2.742413 4.656704 -2.077733 0.163 -0.090 -0.003
H -2.482444 4.982142 -1.212632 0.007 0.072 0.027
H -2.304157 3.790568 -2.161252 -0.221 0.108 -0.114
O -4.216294 -4.119025 1.925255 0.094 0.007 -0.023
H -3.894003 -3.350965 1.442438 -0.063 0.117 -0.002
H -5.111405 -4.242529 1.598659 -0.053 -0.042 -0.007
O -3.584349 -3.799996 -2.983199 0.028 -0.020 0.047
H -3.329210 -3.510896 -2.097071 -0.122 0.082 0.035
H -3.132598 -4.638799 -3.104236 0.006 -0.052 -0.046
O 4.792226 -1.711783 1.390088 0.084 -0.003 0.201
H 4.615416 -2.324175 0.670617 0.053 0.102 -0.190
H 5.722577 -1.854708 1.586273 0.059 -0.004 -0.017
O 6.165602 -2.744353 -1.388412 -0.074 -0.083 0.041
H 6.509182 -2.064302 -1.973817 0.054 0.074 0.023
H 5.337512 -3.010294 -1.798992 -0.028 -0.033 -0.044
O 5.646904 2.268199 0.979061 0.290 0.014 -0.265
H 6.244912 2.502914 1.695525 -0.024 -0.038 0.074
H 6.030994 2.690247 0.203695 0.003 0.027 -0.005
O -0.425384 -1.506958 -1.854197 0.059 -0.196 0.003
H 0.256996 -1.383166 -1.186030 -0.066 -0.002 0.135
H -0.156222 -0.950933 -2.590001 -0.164 0.130 -0.029
O 3.681327 0.147171 -0.715703 0.047 0.025 -0.024
H 4.305065 0.403448 -0.022905 0.016 -0.176 0.076
H 4.029933 0.551531 -1.514262 -0.061 0.071 -0.054
O 2.502535 5.047001 3.764491 -0.050 0.014 -0.016
H 2.649415 5.991671 3.863526 0.049 0.043 -0.002
H 1.556506 4.936350 3.901449 -0.031 -0.053 0.040
O -5.273720 1.065951 -7.560245 0.048 -0.083 -0.019
H -4.541065 1.217598 -6.957333 0.038 0.059 0.036
H -5.044533 1.580019 -8.339017 -0.080 0.017 -0.084
O 1.758003 -0.854195 5.910696 0.009 -0.085 -0.050
H 0.897095 -1.074360 6.277647 -0.037 0.025 0.067
H 1.557753 -0.278252 5.166886 -0.028 0.141 0.039

55
Properties=species:S:1:pos:R:3:forces:R:3 method="wB97M-V/def2-TZVPD" multiplicity=3 orbital_gap_ha="0.1469 / 0.2415" charge=-1
O -0.735605 -0.766103 -1.201524 -0.086 2.665 -7.231
C -1.150064 0.551322 -2.029482 0.163 -0.438 1.496
C -0.747616 -0.008001 -3.373410 -0.073 -0.182 0.745
H -0.516648 1.360358 -1.655443 -0.357 -0.094 0.075
H -2.222283 0.763563 -1.945423 0.376 -0.144 0.455
C -0.423858 -1.302169 -2.633541 0.208 -0.972 0.509
H 0.146627 0.470191 -3.779599 -0.203 -0.107 -0.084
H -1.536512 -0.078819 -4.124399 0.059 0.027 0.164
C 1.025671 -1.633173 -2.790924 0.453 -0.329 0.089
H 1.639660 -0.747804 -2.614097 0.099 -0.166 0.115
H 1.170669 -1.971186 -3.820325 0.087 0.154 -0.072
H 1.325591 -2.450397 -2.138637 0.056 0.115 -0.069
C -1.264517 -2.515545 -3.019433 -0.069 -0.174 0.031
H -2.343011 -2.321785 -3.041358 0.202 0.064 0.118
H -1.060736 -3.362638 -2.349740 -0.273 0.409 -0.299
H -0.948091 -2.836547 -4.027359 -0.186 0.233 0.256
Ti -0.726207 -1.137174 0.698545 -0.201 0.740 3.171
C -2.767783 -1.370572 2.455636 -0.616 0.813 -0.287
C -2.825204 0.047807 2.331519 0.177 -1.083 -0.566
C -2.757448 0.374893 0.944026 -1.001 -0.284 0.027
H -2.966978 0.769108 3.134519 0.493 -0.235 -0.129
C -2.852699 -0.842773 0.189045 -1.326 -0.085 1.036
C -2.769417 -1.922411 1.129952 -1.435 0.740 -0.477
H -2.876325 -2.964564 0.863975 -0.158 0.194 0.090
H -2.840275 -1.971354 3.364819 0.261 0.382 -0.263
H -2.851569 1.366526 0.506716 0.078 -0.125 0.224
H -3.129295 -0.926725 -0.862602 0.357 -0.045 0.374
C 0.492178 -2.981396 2.329937 0.379 -0.162 0.491
C -0.445513 -3.350813 1.330431 1.114 -0.630 -0.272
C 0.095289 -3.002521 0.059627 1.046 -1.225 -0.157
H -1.321274 -3.953047 1.496990 0.113 -0.100 0.049
C 1.295336 -2.243634 0.333393 0.635 -0.984 -0.293
C 1.550413 -2.289799 1.721336 -0.113 -0.549 -0.022
H 2.430411 -1.857201 2.194092 -0.417 -0.003 0.030
H 0.402538 -3.256622 3.385358 -0.040 0.494 -0.373
H -0.139186 -3.494597 -0.893747 0.013 0.532 0.737
H 2.018871 -1.952232 -0.423849 -0.176 0.179 0.400
O 2.644275 2.673525 0.809545 0.109 0.599 -1.234
C 2.246262 2.327520 -0.538207 -0.242 -0.124 0.343
C 1.828726 3.635782 -1.280775 0.304 -0.154 0.430
H 1.412222 1.592140 -0.468178 0.427 0.387 -0.080
H 3.104137 1.845009 -1.045719 -0.386 0.139 0.392
C 1.886818 4.743872 -0.192157 0.651 -0.392 -0.018
H 0.843065 3.548281 -1.749297 0.118 -0.017 0.156
H 2.557858 3.857711 -2.067044 -0.220 -0.040 0.037
C 2.117874 3.962620 1.121246 -0.779 -0.144 0.376
H 0.990885 5.371109 -0.152699 0.142 -0.184 0.024
H 2.750266 5.389967 -0.394855 -0.226 -0.029 0.051
H 1.141304 3.826736 1.624996 0.324 0.041 -0.032
H 2.800033 4.454676 1.835016 -0.223 -0.195 -0.378
N 0.193771 0.147535 2.186082 0.664 1.930 1.653
C 0.584858 0.744527 3.138543 -0.760 -1.802 -2.336
N 1.251261 1.159098 4.125220 0.820 0.548 1.009
C 1.125204 1.938545 5.159324 -0.258 0.693 1.055
N 1.146032 2.589175 6.143945 -0.101 -0.880 -1.533

no.,energy (eV)
1,-5631.6600
2,-64439.6593
3,-53908.3893